Entry 1:
Computed, not measured: C10H6ClN5O3 in the gas phase at a distorted geometry, with ωB97M-V/def2-TZVPD.

Calculated values
Total charge: 0
Largest force on an atom (eV/A): 7.21
Electronic energy (a.u.): -1344.2553
Orbital gap (eV): 8.5501

Structure (XYZ):
```
25
C10H6ClN5O3, DFT ωB97M-V/def2-TZVPD
O 2.581 0.268 1.769
O -0.922 -1.040 4.435
Cl -2.801 0.139 -2.347
N 1.336 -0.249 -4.681
N 0.470 0.811 -4.890
O 1.877 -0.334 4.408
C 1.385 0.253 1.963
C -0.434 -0.328 3.479
C 1.119 -0.604 -3.409
C -0.209 1.115 -3.824
C -1.829 0.028 0.217
C 0.816 0.305 -0.449
C -1.493 0.060 -1.157
C 0.412 0.173 0.911
C -0.934 0.074 1.230
C -0.127 0.263 -1.428
N 0.924 0.007 3.320
N -1.391 -0.219 2.540
N 0.295 0.330 -2.772
H 1.604 -1.116 4.981
H 1.687 -1.489 -3.083
H -1.164 1.706 -3.809
H -2.717 0.062 0.604
H 1.837 0.330 -0.772
H -2.321 -0.546 2.765
```

Entry 2:
Computed, not measured: C10H6ClN7O4 as an isolated structure at a distorted geometry, with ωB97M-V/def2-TZVPD.

Calculated values
Total charge: 0
Largest force on an atom (eV/A): 12.54
Electronic energy (a.u.): -1528.8026
Orbital gap (eV): 8.2131

Structure (XYZ):
```
28
C10H6ClN7O4, DFT ωB97M-V/def2-TZVPD
O 2.016 -4.584 2.099
N 0.864 -4.299 1.763
O 0.023 -5.157 1.480
C 0.470 -2.903 1.692
C -0.795 -2.556 1.328
C -1.202 -1.206 1.245
N -2.566 -0.896 0.848
O -3.449 -1.719 1.093
O -2.788 0.179 0.288
C -0.343 -0.193 1.529
N 0.960 -0.476 1.915
N 1.976 0.354 2.250
N 2.768 -0.600 2.456
N 2.665 -1.887 2.382
C 1.381 -1.859 1.998
H -1.508 -3.333 1.096
H -0.651 0.835 1.449
Cl 0.226 4.473 -4.714
C 0.097 3.430 -3.338
C -0.430 3.879 -2.149
C -0.504 3.009 -1.087
N -0.097 1.750 -1.114
C 0.399 1.338 -2.270
C 0.520 2.121 -3.394
H -0.771 4.897 -2.071
H -0.922 3.356 -0.155
H 0.726 0.311 -2.309
H 0.936 1.737 -4.309
```